{"formula": "C28H28N4O7PTl", "method": "ωB97M-V/def2-TZVPD", "elements": ["H", "P", "H", "N", "C", "C", "C", "O", "C", "C", "H", "O", "O", "H", "C", "C", "C", "C", "Tl", "C", "N", "H", "H", "H", "H", "C", "H", "H", "N", "O", "H", "C", "H", "C", "H", "H", "C", "N", "H", "C", "O", "C", "C", "H", "C", "H", "H", "C", "H", "H", "H", "O", "C", "C", "H", "C", "H", "C", "C", "H", "H", "C", "H", "H", "H", "C", "O", "C", "C"], "coordinates": [[-0.846788, -0.968420, -3.141155], [-1.899738, 0.045091, -0.760396], [2.840431, -4.275615, -0.443819], [2.051212, 3.427326, -0.160213], [2.868876, 4.254648, -0.814538], [1.812117, -1.236273, 0.386657], [-2.341186, -0.519160, 0.920558], [0.115318, 3.131253, 2.697763], [1.921671, -3.271067, 1.757534], [1.914972, 6.140208, 0.300936], [-4.246398, 0.796918, -0.594437], [4.926196, 4.291823, -1.980006], [-1.930366, 3.022090, -1.314279], [-2.758956, 1.463784, 1.629120], [-2.415883, -1.429810, -1.768449], [-3.360514, 1.108993, -1.149532], [3.080722, -2.527158, -1.711538], [-3.058919, 2.649733, -0.931201], [0.725125, 1.743553, -1.695123], [1.209974, 3.922914, 0.750533], [2.257193, -2.558928, 0.544443], [-3.562551, 1.000928, -2.217941], [-3.187749, 0.750933, 3.948933], [-4.076342, -2.162573, -0.614539], [2.552991, -4.164519, 1.807870], [-2.697975, 0.415179, 1.894350], [2.437596, 7.918714, -0.082831], [3.197415, -3.090470, -2.640703], [1.784257, -0.626714, -0.747830], [1.814928, 7.492327, 0.511365], [-1.395004, -2.789034, -4.718208], [3.858791, 3.658659, -1.844251], [0.261921, -1.407742, 2.996694], [-3.807936, -3.305664, -2.400559], [-3.319026, -4.290984, -4.248754], [4.069966, -2.291697, -1.312538], [-1.680316, -1.632938, -2.937515], [1.484743, -0.552011, 1.511093], [1.018137, 0.351099, 1.325724], [-3.066394, -3.492481, -3.560590], [3.471662, 2.624678, -2.427954], [-2.466298, -2.261753, 2.598051], [-1.998373, -2.648636, -3.828786], [3.234567, -2.081783, 2.953690], [2.828730, 5.624417, -0.605894], [3.499657, 6.265248, -1.167549], [-4.643913, -3.962933, -2.186678], [2.324141, -3.337975, -0.671111], [1.959931, -2.894488, 3.886488], [2.941858, -0.494300, -2.444278], [0.396269, 5.635601, 1.750943], [0.102782, 1.834365, 0.865819], [1.105390, 5.277187, 1.018305], [1.306802, -1.135910, 2.817434], [1.322012, -3.593353, -1.053657], [-2.848537, -1.328996, 3.552417], [-1.844598, -2.577749, 0.570644], [-3.487736, -2.286518, -1.515819], [0.386643, 2.886486, 1.516433], [-3.045935, -1.644780, 4.570487], [0.871416, -3.608809, 1.767794], [2.303632, -1.235822, -1.953785], [1.464243, -1.439588, -2.632582], [-2.373843, -3.310298, 2.862484], [1.582702, -0.388151, 3.564178], [2.180708, -2.370936, 2.953704], [-4.000884, 3.305354, -0.452974], [-2.188094, -1.854625, 1.301046], [-2.937438, 0.011158, 3.198505]], "atomic_forces_ev_per_a": [[0.02, -0.03, -0.02], [-0.50, -0.16, -0.22], [-0.01, 0.01, 0.02], [0.01, 0.11, -0.12], [0.04, 0.02, -0.03], [0.31, -0.05, -0.33], [0.19, -0.20, 0.08], [-0.03, 0.11, -0.06], [0.06, -0.01, 0.13], [0.13, -0.17, -0.10], [-0.01, 0.00, -0.01], [-0.08, 0.09, -0.01], [0.01, -0.01, -0.03], [-0.01, 0.02, 0.03], [0.17, 0.03, -0.02], [0.27, 0.48, 0.17], [-0.17, 0.07, 0.06], [-0.15, -0.37, -0.06], [0.01, 0.15, -0.01], [0.12, -0.03, 0.00], [-0.06, 0.09, 0.09], [0.07, -0.05, -0.02], [-0.01, 0.02, -0.03], [0.00, 0.05, 0.00], [-0.03, 0.00, -0.05], [0.04, 0.03, -0.11], [0.06, 0.05, -0.06], [0.03, 0.00, 0.00], [-0.04, -0.08, 0.19], [-0.14, -0.03, 0.12], [-0.05, 0.01, -0.03], [-0.01, -0.07, -0.02], [-0.13, -0.01, 0.03], [-0.05, -0.05, 0.00], [0.00, 0.00, 0.01], [0.03, -0.05, -0.03], [0.01, 0.05, 0.08], [-0.22, 0.26, -0.05], [0.07, -0.09, 0.02], [0.05, 0.01, -0.04], [-0.03, -0.01, 0.08], [0.04, -0.07, 0.01], [0.02, -0.06, 0.01], [0.01, -0.02, 0.02], [-0.01, 0.09, 0.00], [0.07, -0.06, 0.02], [0.00, 0.02, 0.01], [0.12, -0.01, -0.13], [-0.02, 0.00, -0.01], [-0.04, -0.03, -0.07], [0.03, -0.03, 0.02], [0.13, -0.04, 0.03], [-0.10, 0.11, 0.13], [0.07, -0.04, 0.06], [-0.01, 0.01, 0.04], [0.06, -0.02, 0.00], [-0.05, -0.05, 0.03], [-0.04, 0.01, -0.02], [-0.08, -0.16, 0.08], [-0.02, 0.03, 0.00], [0.00, 0.02, -0.03], [-0.03, -0.08, 0.10], [0.05, 0.00, -0.06], [0.02, 0.02, 0.02], [-0.06, 0.00, -0.01], [-0.10, 0.04, -0.08], [-0.01, 0.03, 0.04], [0.02, 0.12, 0.05], [-0.07, 0.00, 0.08]], "max_force_ha_per_bohr": 0.01129, "charge": -2, "spin_multiplicity": 1, "e_homo_ev": -2.299, "energy_ev": -63770.124}